# 1
The following is a DFT calculation (ωB97M-V with the def2-TZVPD basis set) of a molecular structure, C33H36FN4O3PRuSSi at a distorted geometry.

```
81
Properties=species:S:1:pos:R:3:mulliken_charge:R:1
Ru 1.204 -0.081 -0.684 -0.2147
C 4.469 1.497 -1.789 -1.3695
C 4.478 0.171 -1.089 0.5212
C 5.640 -0.520 -0.812 -0.7457
C 5.563 -1.753 -0.155 -0.5927
C 4.355 -2.260 0.264 -0.9262
C 3.199 -1.508 -0.010 1.1574
N 3.296 -0.339 -0.714 0.1359
N 1.910 -1.742 0.315 0.4727
Si 1.317 -3.133 1.213 -0.0912
C 1.871 -4.711 0.354 -1.2817
C -0.545 -3.032 1.256 -0.2067
C 2.005 -3.058 2.946 -1.0330
H 5.228 1.530 -2.569 0.4539
H 4.691 2.289 -1.069 0.2042
H 3.486 1.699 -2.211 0.1789
H 6.594 -0.110 -1.112 0.4742
H 6.470 -2.317 0.029 0.4359
H 4.280 -3.199 0.796 0.3858
H 2.260 -4.523 -0.650 0.3525
H 1.032 -5.404 0.263 0.4574
H 2.655 -5.224 0.917 0.3523
H -1.008 -3.974 0.957 0.5271
H -0.905 -2.244 0.594 -0.4638
H -0.900 -2.795 2.264 0.0893
H 3.094 -2.973 2.963 0.3571
H 1.729 -3.956 3.506 0.3916
H 1.595 -2.193 3.475 0.1866
N 0.784 -1.271 -2.350 -0.1497
C -0.551 -0.964 -2.835 0.9502
C -1.628 -1.682 -2.352 -0.0834
C -2.905 -1.381 -2.800 -0.7804
C -3.087 -0.353 -3.718 -0.1575
C -1.997 0.362 -4.201 -0.9712
C -0.721 0.054 -3.758 -0.6483
S -4.733 0.001 -4.348 1.3654
O -5.619 -0.669 -3.412 -0.7337
O -4.807 1.460 -4.308 -0.7365
O -4.699 -0.559 -5.683 -0.6763
H 1.495 -1.005 -3.021 0.3936
H 0.864 -2.231 -2.037 0.3144
H -1.473 -2.468 -1.618 0.2221
H -3.776 -1.915 -2.444 0.5437
H -2.163 1.159 -4.913 0.4191
H 0.138 0.621 -4.098 0.2831
N -0.525 -0.028 -0.111 0.7494
P -0.986 1.103 0.966 2.0054
C -1.519 0.315 2.492 0.7259
C -0.719 0.050 3.602 -0.0997
C -1.211 -0.715 4.648 -0.8655
C -2.496 -1.236 4.587 -0.4973
C -3.292 -0.994 3.477 -0.8181
C -2.808 -0.224 2.432 -0.7791
C 0.390 2.283 1.102 0.1365
C 1.492 2.120 1.950 0.1189
C 2.550 3.018 1.901 -1.0295
C 2.547 4.047 0.974 -0.5369
C 1.480 4.188 0.096 -0.7944
C 0.406 3.319 0.161 -0.5829
C -2.370 2.048 0.374 -0.5401
C -2.877 1.772 -0.892 0.8782
C -3.915 2.545 -1.403 -0.5282
C -4.414 3.592 -0.642 -0.5959
C -3.906 3.864 0.628 -0.8248
C -2.884 3.091 1.146 -0.4041
H 0.280 0.449 3.676 0.2423
H -0.588 -0.907 5.511 0.4304
H -2.882 -1.821 5.412 0.3922
H -4.291 -1.406 3.421 0.4362
H -3.434 -0.032 1.569 0.4659
H 1.535 1.309 2.659 0.2392
H 3.375 2.910 2.593 0.4257
H 3.381 4.735 0.928 0.4291
H 1.483 4.974 -0.646 0.4299
H -0.415 3.428 -0.535 0.4579
H -2.457 0.960 -1.474 -0.7333
H -4.319 2.322 -2.388 0.5806
H -5.207 4.208 -1.046 0.4411
H -4.307 4.686 1.207 0.4107
H -2.484 3.294 2.134 0.4401
F 1.207 1.437 -1.861 -0.5693
```

DFT total energy (eV): -80210.5049
ΔE to the lowest compared entry with this formula, charge and spin (kJ/mol): 10.5
HOMO (alpha / beta) (eV): -7.673 / -7.673
Largest force on an atom (eV Å⁻¹): 2.10

=====

# 2
The following is a DFT calculation (ωB97M-V with the def2-TZVPD basis set) of 2 unconnected molecules or ions with the total composition C5H10OS2 at a distorted geometry.

```
18
Properties=species:S:1:pos:R:3:mulliken_charge:R:1
C 1.974 0.078 -1.370 -0.1993
C -1.875 0.122 -0.849 -0.7809
C -1.069 -1.812 0.710 -1.0407
C 0.707 1.889 0.894 -0.6351
C -1.131 -0.906 -0.598 -0.1421
O 2.916 -0.926 0.853 -0.5604
S 2.736 -1.137 -0.637 0.3157
S 1.572 1.606 -0.795 0.1266
H 0.424 1.653 -1.514 0.1523
H -1.684 0.713 -1.735 0.3396
H -2.719 0.236 -0.187 0.2531
H -0.053 -2.068 0.997 0.2797
H -1.721 -2.647 0.455 0.3386
H -1.299 -1.196 1.520 0.3452
H 1.452 2.189 1.642 0.3522
H 0.250 0.856 1.050 0.0555
H -0.112 2.575 0.834 0.3817
H -0.370 -1.226 -1.269 0.4182
```

DFT total energy (eV): -29059.8683
ΔE to the lowest compared entry with this formula, charge and spin (kJ/mol): 487.2
HOMO (eV): -8.723
Largest force on an atom (eV Å⁻¹): 4.20

=====

Question: What is the formula in the second record?
Answer: C5H10OS2